Density functional theory data (ωB97M-V/def2-TZVPD) for an isolated molecule of C3H7NOS2.

```
! RIJCOSX wB97M-V def2-TZVPD def2/J DEFGRID3
* xyz 0 1
C -2.297 0.961 -1.099
C 0.107 -0.095 -0.137
C 0.910 -0.099 2.279
H -3.315 1.349 -0.867
H -1.773 1.713 -1.727
H -2.447 0.031 -1.639
H 1.924 0.054 2.640
H 0.602 -1.046 2.753
H 0.265 0.771 2.459
H 2.204 -1.131 -0.381
N 1.008 -0.340 0.838
O 2.187 -1.065 0.620
S -1.372 0.751 0.466
S 0.477 -0.466 -1.736
*
```

Results
frontier orbital gap: 9.236 eV
SMILES string: CSC(=S)N(C)O
E_HOMO: -0.317 hartree

Atom charges from the Löwdin analysis, given in e for atoms 1 to 5:
1. C -0.43
2. C -1.03
3. C -0.04
4. H 0.04
5. H 0.04


Density functional theory data (ωB97M-V/def2-TZVPD) for a structure of composition C47H38ClN5O2SSn.

```
! RIJCOSX wB97M-V def2-TZVPD def2/J DEFGRID3
* xyz 0 1
Sn -0.771 1.156 -0.291
O 0.879 2.191 0.433
C 2.073 2.302 -0.256
C 2.541 0.932 -0.843
C 2.308 -0.146 0.154
C 3.335 -0.628 0.957
C 3.053 -1.626 1.873
C 1.753 -2.085 1.985
C 0.766 -1.539 1.165
C -0.667 -1.949 1.290
C -1.424 -0.861 2.099
O -1.674 0.256 1.313
C -0.592 -0.564 3.342
C 0.063 0.646 3.506
C 0.840 0.881 4.627
C 0.970 -0.090 5.604
C 0.291 -1.290 5.463
C -0.485 -1.526 4.343
C -2.834 -1.249 2.537
C -3.567 -2.285 1.980
C -4.898 -2.466 2.329
C -5.514 -1.614 3.230
C -4.788 -0.573 3.785
C -3.460 -0.397 3.445
N 1.060 -0.601 0.266
C 3.161 2.696 0.733
C 4.260 3.435 0.316
C 5.329 3.633 1.170
C 5.313 3.098 2.447
C 4.189 2.420 2.886
C 3.117 2.217 2.034
C 1.934 3.358 -1.340
C 2.463 3.258 -2.620
C 2.253 4.275 -3.538
C 1.495 5.383 -3.201
C 0.968 5.490 -1.925
C 1.205 4.491 -1.002
H 3.597 1.006 -1.103
H 1.952 0.728 -1.734
H 4.333 -0.227 0.871
H 3.836 -2.034 2.495
H 1.509 -2.853 2.705
H -0.745 -2.910 1.802
H -1.109 -1.994 0.293
H -0.039 1.408 2.746
H 1.345 1.829 4.743
H 1.579 0.087 6.480
H 0.365 -2.043 6.235
H -1.012 -2.467 4.257
H -3.107 -2.960 1.275
H -5.454 -3.287 1.897
H -6.550 -1.767 3.507
H -5.259 0.095 4.492
H -2.899 0.415 3.882
H 4.281 3.846 -0.682
H 6.182 4.201 0.831
H 6.174 3.208 3.092
H 4.152 2.031 3.892
H 2.247 1.676 2.370
H 3.049 2.399 -2.916
H 2.688 4.203 -4.526
H 1.320 6.164 -3.927
H 0.376 6.349 -1.647
H 0.808 4.561 -0.002
S -2.750 -4.907 -6.796
N -1.274 -4.605 -6.213
C -1.390 -3.932 -5.080
C -0.318 -3.463 -4.255
C 1.033 -3.658 -4.558
C 1.986 -3.136 -3.711
C 1.558 -2.456 -2.571
N 0.296 -2.278 -2.263
C -0.645 -2.751 -3.080
C -2.032 -2.487 -2.730
N -2.265 -1.758 -1.639
C -3.502 -1.497 -1.289
C -4.613 -1.944 -2.007
C -4.402 -2.677 -3.154
C -3.088 -2.961 -3.540
C -2.755 -3.686 -4.731
N -3.597 -4.186 -5.623
H 1.290 -4.203 -5.451
H 3.039 -3.224 -3.923
H 2.269 -2.018 -1.884
H -3.605 -0.895 -0.397
H -5.605 -1.702 -1.662
H -5.214 -3.036 -3.767
C -0.648 0.778 -2.543
H 0.044 -0.014 -2.784
H -0.348 1.723 -2.980
H -1.644 0.504 -2.858
Cl -1.918 4.370 -0.125
C -2.428 2.712 -0.054
H -3.137 2.553 -0.864
H -2.900 2.547 0.909
*
```

Results
frontier orbital gap: 7.673 eV
E_HOMO: -0.308 hartree

Atom charges from the Löwdin analysis, given in e for atoms 1 to 5:
1. Sn 1.36
2. O -0.27
3. C -0.48
4. C -0.06
5. C -0.28


Density functional theory data (ωB97M-V/def2-TZVPD) for a structure of composition C38H36BN5O4P2ReS3Te.

```
! RIJCOSX wB97M-V def2-TZVPD def2/J DEFGRID3
* xyz 0 4
Re -0.067 -0.430 -0.135
C 2.291 -4.230 0.263
N 3.004 -3.025 0.656
C 3.921 -2.936 1.679
C 4.297 -1.641 1.734
N 3.624 -0.938 0.761
B 3.856 0.614 0.607
N 2.667 1.546 1.120
C 2.857 2.851 0.945
C 1.973 3.845 1.391
N 0.734 3.539 1.776
C -0.242 4.511 2.214
C 1.504 1.245 1.985
S 0.914 -0.467 1.924
C 2.834 -1.805 0.113
S 1.708 -1.557 -1.200
H 2.467 -4.990 1.020
H 2.642 -4.588 -0.703
H 1.226 -4.018 0.190
H 4.219 -3.792 2.258
H 4.989 -1.146 2.391
H 4.050 0.886 -0.551
H 4.822 0.843 1.304
H 3.771 3.149 0.450
H 2.274 4.883 1.394
H 0.244 5.478 2.323
H -0.662 4.207 3.174
H -1.055 4.593 1.490
Te -4.880 -0.191 -0.452
C -6.084 0.126 1.261
C -6.291 -0.887 2.189
C -7.055 -0.617 3.315
N -7.619 0.566 3.559
C -7.429 1.523 2.655
C -6.674 1.358 1.500
C -3.015 0.015 0.512
P -1.980 -1.431 0.775
C -2.712 -2.820 -0.138
C -3.598 -3.701 0.476
C -4.187 -4.721 -0.256
C -3.893 -4.867 -1.604
C -3.002 -3.997 -2.218
C -2.408 -2.979 -1.488
C -2.090 -1.990 2.499
C -3.094 -1.546 3.348
C -3.162 -2.011 4.655
C -2.219 -2.918 5.116
C -1.211 -3.366 4.271
C -1.148 -2.905 2.967
P -2.291 1.559 0.526
C -1.011 1.674 1.688
C -1.361 1.314 3.043
C -0.600 1.317 4.164
C 0.824 1.583 4.345
C 1.789 1.569 3.422
C 0.354 2.163 1.394
C -3.531 2.881 0.695
C -4.150 3.471 -0.406
C -5.067 4.495 -0.225
C -5.375 4.940 1.055
C -4.758 4.362 2.154
C -3.836 3.340 1.974
H -5.869 -1.874 2.044
H -7.224 -1.390 4.058
H -7.897 2.479 2.864
H -6.542 2.184 0.815
H -3.830 -3.590 1.529
H -4.878 -5.401 0.226
H -4.355 -5.661 -2.176
H -2.768 -4.111 -3.269
H -1.720 -2.295 -1.968
H -3.826 -0.836 2.979
H -3.949 -1.662 5.311
H -2.267 -3.276 6.137
H -0.470 -4.067 4.633
H -0.354 -3.240 2.307
H -2.393 1.024 3.200
H -1.130 1.077 5.080
H 1.129 1.773 5.369
H 2.816 1.787 3.690
H 0.502 2.169 0.324
H -3.911 3.133 -1.405
H -5.539 4.949 -1.087
H -6.089 5.742 1.192
H -4.990 4.707 3.154
H -3.346 2.912 2.838
O -1.677 2.150 -0.914
S -0.756 1.425 -2.014
O -0.920 2.189 -3.191
O -1.228 0.014 -2.033
O 0.601 1.387 -1.408
*
```

Results
expectation value of S²: 3.78
frontier orbital gap (spin up / spin down): 6.433 / 6.488 eV
E_HOMO (spin up / spin down): -0.257 / -0.265 hartree

Atom charges from the Löwdin analysis, given in e for atoms 1 to 5:
1. Re 0.73
2. C -0.03
3. N -0.12
4. C -0.03
5. C -0.06


Density functional theory data (ωB97M-V/def2-TZVPD) for a structure of composition C3H4CsLiO3.

```
! RIJCOSX wB97M-V def2-TZVPD def2/J DEFGRID3
* xyz 0 1
O -0.126 -0.578 1.364
C -0.954 -0.568 0.231
C -0.744 0.683 -0.639
C 2.092 0.291 -0.368
O 2.092 -0.879 -0.644
O 1.236 1.198 -0.570
Cs 0.357 2.298 2.328
Li 0.995 -1.850 0.780
H -2.023 -0.661 0.512
H -0.791 -1.494 -0.393
H -1.696 1.154 -0.938
H -0.439 0.405 -1.662
*
```

Results
frontier orbital gap (spin up / spin down): 5.469 / 5.800 eV
E_HOMO (spin up / spin down): -0.220 / -0.233 hartree

Atom charges from the Löwdin analysis, given in e for atoms 1 to 5:
1. O -0.58
2. C -0.51
3. C -0.10
4. C -0.50
5. O -0.09


Density functional theory data (ωB97M-V/def2-TZVPD) for a structure of composition C46H43MnN5O4PSSi.

```
! RIJCOSX wB97M-V def2-TZVPD def2/J DEFGRID3
* xyz 0 5
Mn -1.647 -1.423 1.417
O -2.366 -1.730 -1.629
S -3.526 -0.933 -1.102
O -4.785 -1.324 -1.662
N -3.408 -1.058 0.462
C -4.422 -0.536 1.288
C -5.734 -0.291 0.949
C -6.643 0.217 1.900
C -6.258 0.497 3.177
C -4.913 0.282 3.556
C -4.416 0.610 4.839
C -3.090 0.450 5.109
C -2.260 -0.094 4.111
N -2.696 -0.475 2.936
C -4.007 -0.251 2.621
C -3.211 0.718 -1.631
C -4.300 1.545 -1.880
C -4.072 2.844 -2.307
C -2.774 3.299 -2.489
C -1.696 2.461 -2.243
C -1.909 1.162 -1.813
H -6.083 -0.509 -0.048
H -7.667 0.385 1.595
H -6.959 0.884 3.906
H -5.096 1.002 5.585
H -2.665 0.720 6.065
H -1.199 -0.206 4.293
H -5.305 1.168 -1.761
H -4.911 3.495 -2.511
H -2.602 4.311 -2.830
H -0.683 2.816 -2.379
H -1.076 0.504 -1.619
C 6.961 6.919 -4.448
O 7.508 6.173 -3.381
C 6.640 5.663 -2.463
C 5.255 5.730 -2.566
C 4.460 5.179 -1.572
C 5.036 4.565 -0.452
C 6.440 4.506 -0.365
C 7.226 5.037 -1.357
N 4.312 4.004 0.575
N 3.011 4.111 0.527
C 2.126 3.119 0.549
C 0.791 3.468 0.855
C -0.207 2.524 0.949
C 0.039 1.152 0.781
O -0.936 0.308 0.879
C 1.387 0.748 0.440
N 1.608 -0.575 0.261
C 2.797 -0.964 -0.132
C 3.859 -0.087 -0.377
C 3.663 1.253 -0.163
C 2.410 1.717 0.273
H 7.805 7.306 -5.012
H 6.357 7.753 -4.079
H 6.349 6.291 -5.102
H 4.782 6.205 -3.414
H 3.383 5.238 -1.639
H 6.884 4.027 0.497
H 8.305 4.991 -1.303
H 0.576 4.514 1.028
H -1.223 2.821 1.174
H 2.934 -2.031 -0.276
H 4.810 -0.467 -0.724
H 4.464 1.953 -0.329
C -0.568 -3.018 4.319
P 0.069 -2.263 2.768
C 1.465 -1.285 3.437
C 0.925 -3.704 2.061
H 0.155 -3.740 4.701
H -1.510 -3.524 4.114
H -0.738 -2.266 5.090
H 1.878 -1.795 4.308
H 1.137 -0.286 3.731
H 2.238 -1.171 2.682
H 1.675 -4.099 2.749
H 1.404 -3.409 1.129
H 0.181 -4.472 1.849
C -3.121 -6.938 -0.731
C -1.763 -6.802 -0.483
C -1.183 -5.543 -0.469
C -1.927 -4.383 -0.708
C -3.291 -4.549 -0.959
C -3.881 -5.804 -0.971
Si -1.165 -2.648 -0.560
C 0.253 -2.614 -1.817
C 1.339 -3.486 -1.699
C 2.394 -3.470 -2.599
C 2.396 -2.563 -3.649
C 1.326 -1.695 -3.795
C 0.269 -1.727 -2.896
H -3.581 -7.918 -0.736
H -1.153 -7.679 -0.303
H -0.121 -5.481 -0.265
H -3.922 -3.692 -1.155
H -4.942 -5.895 -1.170
H -2.220 -2.806 1.892
H 1.378 -4.208 -0.893
H 3.215 -4.165 -2.479
H 3.216 -2.545 -4.355
H 1.307 -0.991 -4.617
H -0.565 -1.059 -3.060
*
```

Results
expectation value of S²: 6.15
frontier orbital gap (spin up / spin down): 5.669 / 7.033 eV
E_HOMO (spin up / spin down): -0.219 / -0.282 hartree

Atom charges from the Löwdin analysis, given in e for atoms 1 to 5:
1. Mn 0.24
2. O -0.36
3. S 0.70
4. O -0.26
5. N -0.19


Relative energy (zero: lowest compared OMol25 entry of this formula, charge and spin): 228.7 35.1 322.9 190.8 0.0 (kJ/mol)